# 1
39
Properties=species:S:1:pos:R:3:lowdin_charge:R:1 method="wB97M-V/def2-TZVPD" total_charge=-2 homo_energy_ha=-0.083 largest_force_ev_per_a=0.88 de_lowest_ev=0.191 e_lumo_ev=4.22 multiplicity=1
Pt 0.048 0.661 0.437 0.77
O -2.838 -0.006 -4.963 0.08
C -2.877 1.175 -4.414 -0.54
O -3.468 2.121 -4.911 0.03
C -2.128 1.371 -3.136 -0.05
C -2.040 2.614 -2.548 -0.01
N -1.284 2.484 -1.457 0.00
N -0.874 1.222 -1.292 -0.16
C -1.370 0.509 -2.300 -0.11
C -1.061 -0.978 -2.431 -0.61
O -1.510 -1.520 -3.491 -0.02
O -0.408 -1.505 -1.539 -0.01
H -2.259 -0.680 -4.369 0.05
H -2.454 3.557 -2.860 0.13
H -0.915 3.168 -0.810 0.07
N -1.030 -1.317 3.022 0.13
C 0.289 -0.932 2.995 -0.48
N 1.174 -1.362 3.878 0.01
N 2.329 -0.767 3.507 -0.11
N 2.153 -0.025 2.477 -0.09
N 0.846 -0.092 2.120 -0.19
C -1.989 -0.958 2.103 -0.49
N -3.251 -1.346 2.156 0.00
N -3.833 -0.705 1.117 -0.11
N -2.978 0.018 0.487 -0.07
N -1.781 -0.113 1.099 -0.13
H -1.272 -2.029 3.687 0.13
Te 1.820 2.573 0.120 0.73
C 1.750 3.338 2.097 -0.67
C 2.762 3.038 3.007 -0.18
C 2.745 3.574 4.288 -0.11
C 1.719 4.423 4.681 -0.13
C 0.704 4.725 3.784 -0.12
C 0.722 4.185 2.505 -0.17
H 3.546 2.354 2.718 0.07
H 3.530 3.311 4.987 0.09
H 1.703 4.835 5.684 0.09
H -0.112 5.374 4.082 0.09
H -0.083 4.410 1.815 0.07



# 2
29
Properties=species:S:1:pos:R:3:lowdin_charge:R:1 method="wB97M-V/def2-TZVPD" total_charge=0 homo_energy_ha=-0.296 largest_force_ev_per_a=5.71 de_lowest_ev=0.000 e_lumo_ev=-0.64 multiplicity=1 smiles="O=[N+]([O-])c1ccc2sc([C@@H]3CN4C=CSC4=N3)cc2c1"
O 1.761 2.111 -5.098 0.06
O 2.850 3.926 -4.508 0.06
N 0.916 -1.471 2.863 0.04
S 1.396 1.251 1.414 1.08
S -0.105 -1.463 5.498 1.02
C -1.831 -1.032 5.452 -0.36
C 1.106 -0.376 -0.610 -0.05
C -2.229 -0.604 4.215 -0.15
C 0.885 -0.313 0.737 -0.43
C 2.269 3.150 -0.471 -0.05
C 2.397 3.433 -1.846 0.01
C 1.770 1.174 -2.476 0.07
C 1.814 1.859 -0.157 -0.48
C 1.586 0.882 -1.130 -0.26
C 2.167 2.472 -2.889 -0.14
C -0.014 -1.039 3.812 -0.58
N -1.195 -0.552 3.284 -0.10
N 2.291 2.846 -4.250 -0.34
C 0.218 -1.388 1.574 -0.33
C -1.266 -1.002 1.906 -0.08
H -2.485 -1.191 6.284 0.06
H 0.799 -1.179 -1.250 0.12
H -3.253 -0.419 3.971 0.12
H 2.498 3.856 0.321 0.11
H 2.720 4.415 -2.168 0.11
H 1.584 0.416 -3.220 0.12
H 0.217 -2.332 1.040 0.14
H -1.897 -1.881 1.778 0.13
H -1.624 -0.204 1.267 0.12



# 3
29
Properties=species:S:1:pos:R:3:lowdin_charge:R:1 method="wB97M-V/def2-TZVPD" total_charge=-2 homo_energy_ha=-0.014 largest_force_ev_per_a=1.07 de_lowest_ev=0.000 e_lumo_ev=4.57 multiplicity=1
Ag -0.643 -1.246 -0.754 0.54
O 3.782 -1.123 -0.547 -0.07
C 2.631 -1.205 -0.082 -0.65
O 1.573 -1.358 -0.777 -0.21
C 2.546 -1.158 1.466 -0.15
C 3.800 -1.116 2.096 -0.08
C 3.964 -1.078 3.467 -0.15
C 2.819 -1.071 4.281 -0.15
C 1.576 -1.093 3.691 -0.20
C 1.391 -1.144 2.284 -0.67
S -0.311 -1.186 1.830 0.37
H 4.656 -1.118 1.426 0.09
H 4.960 -1.069 3.906 0.07
H 2.895 -1.051 5.366 0.07
H 0.678 -1.075 4.298 0.06
Cl -2.226 4.674 -3.199 0.57
C -2.397 3.016 -2.754 -0.74
C -2.519 2.651 -1.413 -0.14
C -2.658 1.323 -1.068 -0.09
C -2.662 0.296 -2.040 -0.38
C -2.680 -1.104 -1.623 -0.24
C -2.525 0.697 -3.377 -0.09
C -2.413 2.025 -3.734 -0.15
H -2.491 3.408 -0.645 0.09
H -2.717 1.040 -0.020 0.10
H -2.846 -1.812 -2.422 -0.01
H -3.298 -1.323 -0.757 0.00
H -2.543 -0.087 -4.123 0.10
H -2.340 2.288 -4.778 0.08



# 4
31
Properties=species:S:1:pos:R:3:lowdin_charge:R:1 method="wB97M-V/def2-TZVPD" total_charge=0 homo_energy_ha=-0.312 largest_force_ev_per_a=5.64 de_lowest_ev=1.656 e_lumo_ev=0.31 multiplicity=1 smiles=Cc1csc2nc(CSc3nc4ccccc4o3)c(Br)n12
Br 1.145 3.135 1.807 0.75
N 0.892 -2.287 -0.967 0.17
N -0.565 2.386 -1.960 0.14
O 1.287 -2.670 1.217 0.06
S -2.662 4.253 -1.976 1.02
S 1.294 0.058 0.580 0.92
C 1.078 -1.735 0.163 -0.53
C -1.267 3.396 -1.488 -0.68
C -2.768 5.048 -0.364 -0.30
C 0.276 3.107 0.049 -0.55
C -1.687 4.647 0.445 -0.28
C 0.369 2.169 -0.916 -0.38
C 0.698 -6.002 -0.877 -0.07
C 1.018 -6.227 0.504 -0.07
C 0.631 -4.739 -1.384 -0.05
C 1.205 -5.119 1.277 -0.02
C 0.899 -3.665 -0.622 -0.24
C 1.116 -3.870 0.698 -0.27
N -0.767 3.870 -0.359 -0.07
C -1.625 4.903 1.934 -0.07
C 1.263 0.988 -0.982 -0.41
H -3.683 5.503 0.052 0.08
H 0.607 -6.720 -1.676 0.10
H 1.228 -7.218 1.010 0.12
H 0.230 -4.493 -2.340 0.12
H 1.349 -5.311 2.357 0.13
H -2.476 5.591 2.177 0.10
H -0.690 5.405 2.212 0.06
H -1.722 3.966 2.443 0.06
H 2.228 1.334 -1.171 0.06
H 1.100 0.293 -1.844 0.11



# 5
33
Properties=species:S:1:pos:R:3:lowdin_charge:R:1 method="wB97M-V/def2-TZVPD" total_charge=+2 homo_energy_ha="-0.516 / -0.516" largest_force_ev_per_a=2.59 de_lowest_ev=0.778 e_lumo_ev="-6.99 / -10.74" multiplicity=5
Pd -0.396 -0.541 1.408 1.08
F 0.957 -0.566 3.656 0.01
C 1.554 -0.496 2.429 -0.26
F 1.777 0.825 2.203 0.02
H 2.498 -1.055 2.427 0.14
I -3.701 3.488 4.682 0.95
C -2.306 3.114 3.136 -0.67
C -1.574 4.151 2.564 -0.08
C -0.667 3.848 1.560 -0.01
C -0.503 2.525 1.172 -0.11
N -1.212 1.546 1.733 -0.02
C -2.104 1.808 2.681 -0.18
H -1.713 5.171 2.898 0.12
H -0.088 4.627 1.086 0.13
H 0.213 2.246 0.401 0.11
H -2.681 0.975 3.076 0.10
Cl 2.396 -2.689 -6.406 0.95
C 1.832 -2.205 -4.884 -0.57
C 0.978 -3.054 -4.150 -0.01
C 0.494 -2.636 -2.932 0.06
C 0.853 -1.379 -2.423 -0.03
C 1.716 -0.542 -3.145 0.06
C 2.206 -0.947 -4.366 -0.01
C 0.347 -0.945 -1.089 -0.56
O 0.751 0.112 -0.553 -0.02
O -0.494 -1.668 -0.480 -0.04
H 0.717 -4.025 -4.543 0.14
H -0.162 -3.266 -2.352 0.14
H 1.987 0.415 -2.726 0.14
H 2.874 -0.313 -4.927 0.13
N -2.193 -2.892 2.615 0.21
C -1.796 -1.826 2.431 -0.04
H -2.560 -3.804 2.819 0.13



# 6
36
Properties=species:S:1:pos:R:3:lowdin_charge:R:1 method="wB97M-V/def2-TZVPD" total_charge=0 homo_energy_ha="-0.303 / -0.302" largest_force_ev_per_a=3.48 de_lowest_ev=1.380 e_lumo_ev="0.05 / -2.76" multiplicity=5
C 0.929 -2.017 0.671 -0.12
C 1.001 -2.097 -0.756 -0.14
C -0.386 -1.975 -1.286 -0.24
H 1.919 -2.117 -1.353 0.11
C -1.292 -1.953 -0.141 -0.13
C -0.464 -1.971 1.054 -0.15
H -0.922 -2.065 2.009 0.08
H 1.759 -2.001 1.359 0.11
H -0.677 -2.055 -2.340 0.10
H -2.395 -1.925 -0.160 0.12
Pt 0.001 0.017 -0.402 0.83
Cl 0.965 1.690 1.157 0.26
C 0.123 2.927 -4.893 -0.10
C -1.122 2.279 -5.241 -0.07
C -0.807 1.029 -5.896 -0.12
H -2.125 2.671 -5.055 0.10
C 0.632 0.905 -5.954 -0.07
C 1.207 2.078 -5.335 -0.09
H 2.275 2.291 -5.233 0.09
H 0.227 3.896 -4.398 0.09
H -1.530 0.312 -6.294 0.08
H 1.188 0.077 -6.404 0.10
F -1.300 1.992 3.239 0.15
C -1.322 0.743 3.723 -0.54
F -1.521 0.775 5.054 0.16
F -2.376 0.142 3.128 0.16
C 0.008 -0.020 3.481 -0.29
O -0.088 -0.180 2.157 -0.31
C 1.280 0.767 4.093 -0.53
F 1.224 0.734 5.446 0.15
F 2.385 0.123 3.694 0.16
F 1.426 2.058 3.757 0.09
C -0.048 -1.444 4.151 -0.50
F 0.175 -1.381 5.469 0.18
F -1.237 -2.068 3.911 0.14
F 0.889 -2.236 3.590 0.16



# 7
44
Properties=species:S:1:pos:R:3:lowdin_charge:R:1 method="wB97M-V/def2-TZVPD" total_charge=+1 homo_energy_ha="-0.444 / -0.455" largest_force_ev_per_a=0.31 de_lowest_ev=0.975 e_lumo_ev="-5.12 / -5.82" multiplicity=2
Ir -0.458 -1.523 1.750 1.06
F -3.721 -0.005 0.776 0.14
C -4.532 -0.628 1.627 -0.69
F -5.389 0.232 2.140 0.18
F -5.169 -1.602 1.005 0.18
S -3.523 -1.377 2.985 0.69
O -2.482 -2.152 2.284 -0.43
O -4.402 -2.085 3.832 -0.18
N -2.891 -0.087 3.700 -0.26
S -1.431 0.276 3.408 0.65
O -0.417 -0.724 3.811 -0.39
O -1.108 0.543 1.978 -0.44
C -1.191 1.839 4.382 -0.69
F 0.064 2.206 4.208 0.19
F -1.435 1.587 5.647 0.20
F -2.014 2.750 3.909 0.20
Se 2.866 -2.704 -1.013 0.51
P 1.990 -0.733 -0.862 0.24
Se 1.803 -0.781 1.343 0.49
C 0.426 -0.518 -1.697 -0.44
C -0.502 0.410 -1.225 -0.12
C -1.692 0.586 -1.908 -0.06
C -1.953 -0.158 -3.053 -0.04
C -1.028 -1.080 -3.520 -0.05
C 0.166 -1.266 -2.841 -0.10
C 3.137 0.564 -1.312 -0.41
C 2.663 1.718 -1.938 -0.07
C 3.548 2.739 -2.241 -0.05
C 4.893 2.612 -1.919 -0.05
C 5.362 1.463 -1.297 -0.05
C 4.488 0.434 -0.992 -0.10
H -0.300 0.986 -0.329 0.09
H -2.418 1.301 -1.545 0.11
H -2.888 -0.021 -3.581 0.12
H -1.240 -1.664 -4.404 0.12
H 0.876 -2.005 -3.191 0.09
H 1.619 1.814 -2.202 0.10
H 3.189 3.632 -2.734 0.12
H 5.581 3.411 -2.160 0.12
H 6.411 1.365 -1.054 0.12
H 4.855 -0.468 -0.518 0.09
O -0.910 -3.839 -1.615 -0.46
S -0.513 -4.132 -0.262 0.87
N -0.328 -2.919 0.630 -0.62



# 8
31
Properties=species:S:1:pos:R:3:lowdin_charge:R:1 method="wB97M-V/def2-TZVPD" total_charge=+1 homo_energy_ha="-0.422 / -0.422" largest_force_ev_per_a=0.46 e_lumo_ev="-5.34 / -5.32" multiplicity=2
Ti 0.762 0.460 -1.643 1.18
O -2.403 0.008 2.762 0.10
C -3.219 0.029 1.709 -0.24
C -4.589 0.065 1.968 0.01
C -5.492 0.093 0.932 -0.04
C -5.069 0.087 -0.404 -0.06
C -3.730 0.054 -0.680 -0.01
C -2.778 0.024 0.363 -0.08
C -1.388 -0.003 0.033 -0.32
O -1.006 0.006 -1.257 -0.17
N -0.447 -0.055 0.962 0.09
N 0.758 -0.076 0.351 -0.10
C 1.850 -0.353 0.945 0.00
C 3.020 -0.451 0.081 -0.23
C 4.281 -0.751 0.552 0.03
C 5.334 -0.863 -0.343 0.01
C 5.098 -0.669 -1.694 -0.01
C 3.813 -0.364 -2.100 -0.08
N 2.792 -0.261 -1.243 -0.01
H -1.474 -0.014 2.462 0.08
H -4.908 0.071 3.002 0.13
H -6.550 0.122 1.157 0.12
H -5.792 0.111 -1.207 0.11
H -3.379 0.052 -1.702 0.12
H 1.898 -0.548 2.011 0.16
H 4.423 -0.895 1.615 0.13
H 6.332 -1.097 0.005 0.13
H 5.894 -0.743 -2.420 0.13
H 3.589 -0.188 -3.143 0.13
N 1.322 3.635 -1.491 0.02
C 1.059 2.513 -1.581 -0.33